Entry 1:
Below is C39H55CuN4OP2Si2 as an isolated structure, with properties calculated with ωB97M-V/def2-TZVPD.

Structure (ORCA input):
```
! wB97M-V def2-TZVPD RIJCOSX def2/J DEFGRID3
* xyz -1 2
Cu -0.6126 0.2433 -0.6326
C 1.6778 2.7781 3.4579
Si 2.8017 1.4966 2.6053
C 3.8668 0.7879 4.0043
C 4.0472 2.4264 1.5123
N 1.9799 0.4295 1.5808
P 0.9465 -0.7504 1.9205
C -0.2611 -1.1359 0.7646
P 0.1518 -2.2496 -0.4823
N 1.0067 -1.7761 -1.7205
Si 2.5428 -1.6010 -2.3747
C 3.9691 -1.2827 -1.1742
C 3.0201 -3.1185 -3.4046
C 2.5584 -0.1437 -3.5739
C -1.4442 -2.7982 -1.2460
C -1.4728 -3.9925 -1.9719
C -2.6214 -4.4045 -2.6273
C -3.7627 -3.6119 -2.5983
C -3.7418 -2.4136 -1.9052
C -2.5972 -2.0252 -1.2215
C 0.6581 -3.8847 0.2089
C -0.2512 -4.6284 0.9615
C 0.0741 -5.8997 1.4031
C 1.3203 -6.4433 1.1093
C 2.2410 -5.7013 0.3868
C 1.9063 -4.4285 -0.0620
C -0.0005 -0.3005 3.4506
C -1.2144 0.3662 3.2838
C -1.9304 0.8278 4.3780
C -1.4463 0.6255 5.6643
C -0.2410 -0.0350 5.8452
C 0.4770 -0.4902 4.7454
C 1.9303 -2.1953 2.4803
C 1.3710 -3.2381 3.2167
C 2.1601 -4.2906 3.6533
C 3.5156 -4.3193 3.3495
C 4.0783 -3.2924 2.6069
C 3.2867 -2.2356 2.1765
H 2.1166 3.7807 3.4251
H 1.5238 2.5172 4.5081
H 0.6889 2.8220 2.9925
H 4.4988 1.5736 4.4307
H 4.5164 -0.0109 3.6416
H 3.2571 0.3796 4.8107
H 4.1356 3.4808 1.7953
H 3.7683 2.3709 0.4577
H 5.0404 1.9788 1.6083
H 4.3120 -2.1947 -0.6771
H 3.6574 -0.5754 -0.4003
H 4.8217 -0.8519 -1.7079
H 2.9719 -4.0380 -2.8169
H 4.0342 -3.0270 -3.8074
H 2.3283 -3.2282 -4.2439
H 2.6617 0.8056 -3.0414
H 1.6301 -0.1139 -4.1489
H 3.3941 -0.2224 -4.2764
H -0.5795 -4.6025 -2.0297
H -2.6258 -5.3432 -3.1691
H -4.6620 -3.9304 -3.1123
H -4.6142 -1.7715 -1.9026
H -2.6112 -1.1108 -0.6381
H -1.2227 -4.1998 1.1791
H -0.6438 -6.4715 1.9798
H 1.5674 -7.4433 1.4454
H 3.2174 -6.1168 0.1665
H 2.6116 -3.8454 -0.6387
H -1.5838 0.4972 2.2738
H -2.8758 1.3369 4.2289
H -2.0112 0.9719 6.5218
H 0.1442 -0.1999 6.8449
H 1.4135 -1.0090 4.8996
H 0.3129 -3.2164 3.4504
H 1.7152 -5.0979 4.2230
H 4.1266 -5.1472 3.6894
H 5.1336 -3.3152 2.3620
H 3.7065 -1.4153 1.6108
C 1.8023 4.7802 -0.6333
C 0.9074 4.5468 0.5841
N -0.4941 4.3393 0.2471
C -1.3010 5.5292 0.0052
C -1.3731 5.9821 -1.4554
C -0.9800 3.0793 0.0550
C -2.4466 2.9421 -0.2676
N -0.3002 1.9955 0.1747
H 2.8525 4.7306 -0.3457
H 1.6189 5.7577 -1.0803
H 1.6161 4.0129 -1.3858
H 0.9617 5.3992 1.2641
H 1.2657 3.6869 1.1444
H -0.8652 6.3328 0.6009
H -2.3090 5.3686 0.3850
H -0.4028 6.3217 -1.8142
H -2.0817 6.8072 -1.5515
H -1.7031 5.1740 -2.1065
H -3.0560 3.3304 0.5499
H -2.6726 1.8881 -0.4006
H -2.7212 3.4677 -1.1812
H 0.6756 2.0286 0.4705
C -0.2478 2.0491 -3.0601
C -1.0931 0.9062 -2.4811
O -2.0111 0.4889 -3.1514
H -0.3014 2.0458 -4.1505
H 0.7876 1.9820 -2.7270
H -0.6628 2.9920 -2.6882
*
```

Results
E_HOMO (spin up / spin down) = -0.144 / -0.139 Eh
energy above the lowest of the compared OMol25 structures with the same formula, charge and spin = 0.5460 eV

Results of the Mulliken charge analysis, in e, for atoms 1 through 99:
1. Cu -2.326
2. C -1.210
3. Si 0.843
4. C -1.324
5. C -1.467
6. N 0.574
7. P 1.129
8. C -0.572
9. P 2.391
10. N 0.458
11. Si 0.124
12. C -0.430
13. C -1.078
14. C -1.111
15. C -0.076
16. C -0.648
17. C -0.662
18. C -0.562
19. C -0.795
20. C -0.123
21. C 0.592
22. C -0.764
23. C -0.897
24. C -0.579
25. C -0.895
26. C -0.072
27. C -0.100
28. C -0.421
29. C -0.580
30. C -0.602
31. C -0.849
32. C -0.187
33. C 0.661
34. C -0.378
35. C -0.928
36. C -0.691
37. C -1.148
38. C -0.592
39. H 0.409
40. H 0.369
41. H 0.313
42. H 0.440
43. H 0.284
44. H 0.330
45. H 0.392
46. H 0.260
47. H 0.347
48. H 0.295
49. H -0.355
50. H 0.560
51. H 0.233
52. H 0.353
53. H 0.295
54. H 0.176
55. H 0.231
56. H 0.378
57. H 0.357
58. H 0.398
59. H 0.350
60. H 0.395
61. H 0.156
62. H 0.498
63. H 0.362
64. H 0.366
65. H 0.399
66. H 0.393
67. H -0.159
68. H 0.428
69. H 0.361
70. H 0.396
71. H 0.408
72. H 0.581
73. H 0.427
74. H 0.351
75. H 0.402
76. H 0.795
77. C -1.008
78. C 0.706
79. N 0.468
80. C -0.821
81. C -0.919
82. C 0.973
83. C -1.939
84. N 2.549
85. H 0.481
86. H 0.403
87. H -0.067
88. H 0.513
89. H -1.401
90. H 0.375
91. H 0.442
92. H 0.242
93. H 0.408
94. H 0.176
95. H 0.539
96. H 0.017
97. H 0.311
98. H -1.412
99. C -0.074

Entry 2:
Below is CH2BrFO as an isolated structure, with properties calculated with ωB97M-V/def2-TZVPD.

Structure (ORCA input):
```
! wB97M-V def2-TZVPD RIJCOSX def2/J DEFGRID3
* xyz 0 1
C -0.4215 0.0969 -0.0761
O 0.8684 0.1711 -0.5590
F -0.6932 0.6620 1.1073
Br 2.0646 -0.4940 0.6047
H -0.9834 0.4994 -1.0023
H -0.8350 -0.9353 -0.0746
*
```

Results
E_HOMO = -0.380 Eh
energy above the lowest of the compared OMol25 structures with the same formula, charge and spin = 1.9380 eV

Atom-resolved charges from Mulliken, all expressed in e:
1. C -0.005
2. O -0.294
3. F -0.225
4. Br 0.071
5. H 0.195
6. H 0.259

Entry 3:
Below is a single CN2O5S molecule, with properties calculated with ωB97M-V/def2-TZVPD.

Structure (ORCA input):
```
! wB97M-V def2-TZVPD RIJCOSX def2/J DEFGRID3
* xyz 0 1
C -1.9341 0.6508 0.1219
N -2.7232 1.5102 0.0759
N 1.7022 0.2673 -0.0381
O 1.4303 -0.7777 0.4631
O 2.8104 0.5977 -0.2913
O -0.4584 -1.0724 -1.2783
O -0.9336 -1.5373 1.1392
O 0.6958 0.9883 -0.2607
S -0.5894 -0.6269 0.0683
*
```

Results
E_HOMO = -0.458 Eh
energy above the lowest of the compared OMol25 structures with the same formula, charge and spin = 1.9966 eV

Atom-resolved charges from Mulliken, all expressed in e:
1. C 0.272
2. N -0.294
3. N 1.357
4. O -0.541
5. O -0.572
6. O -0.452
7. O -0.448
8. O -0.498
9. S 1.177

Entry 4:
Below is a 5-piece molecular cluster, C35H81B2N7O9P overall, with properties calculated with ωB97M-V/def2-TZVPD.

Structure (ORCA input):
```
! wB97M-V def2-TZVPD RIJCOSX def2/J DEFGRID3
* xyz 1 1
C 7.2842 0.0651 0.1342
C 6.4969 -0.4496 -1.0904
C 5.3907 0.5012 -1.5184
C 4.2935 0.6814 -0.4555
O 4.1756 2.0743 -0.1908
C 3.3759 2.3170 0.9426
N 4.0686 1.9176 2.1727
B 3.1038 3.9402 0.9530
O 2.6467 4.5570 -0.1901
O 3.3358 4.6636 2.0895
C 2.0063 1.6656 0.8708
N 2.0148 0.2224 0.3644
P 0.2209 -0.1574 0.0186
N -0.7087 0.8347 0.7663
B 2.3305 -0.6133 1.6370
C 1.2817 -0.8553 2.7991
O 3.5413 -1.1818 1.7505
C 2.9271 0.0488 -0.8467
C 2.4368 0.9540 -2.0237
C 1.8766 0.3257 -3.2965
C 1.8905 1.3832 -4.4046
O 1.3853 2.6150 -3.9171
C 3.2320 -1.4116 -1.2063
C 2.1192 -2.4320 -1.0673
C 2.2087 -3.3827 -0.0393
C 1.2370 -4.3631 0.1475
C 0.1240 -4.4229 -0.6811
C 0.0187 -3.4991 -1.7305
C -1.1719 -3.5563 -2.6456
C 1.0147 -2.5387 -1.9172
H 7.0135 1.0797 0.4071
H 7.1092 -0.5907 0.9812
H 8.3480 0.0186 -0.0691
H 7.1944 -0.5307 -1.9206
H 6.1496 -1.4600 -0.8909
H 4.9894 0.2800 -2.5039
H 5.8474 1.4857 -1.5985
H 4.6901 0.2201 0.4483
H 4.8956 2.4889 2.2704
H 3.4565 2.1100 2.9538
H 1.8457 5.0528 0.0020
H 2.6395 4.5926 2.7807
H 1.3691 2.2769 0.2446
H 1.5626 1.6979 1.8582
H 0.0343 -0.0670 -1.3589
H 0.1124 -1.5143 0.3378
H -1.2528 0.3411 1.4663
H 0.6687 0.0105 3.0244
H 0.6508 -1.7089 2.5539
H 1.8291 -1.0883 3.7077
H 3.5027 -1.9928 2.2669
H 3.2431 1.6031 -2.3390
H 1.6685 1.6407 -1.6810
H 0.8364 0.0175 -3.2164
H 2.4502 -0.5058 -3.6972
H 2.9362 1.5148 -4.6988
H 1.3672 1.0264 -5.2904
H 1.8700 3.3188 -4.3486
H 3.6553 -1.4833 -2.1998
H 4.0371 -1.7413 -0.5610
H 3.0652 -3.3820 0.6148
H 1.3426 -5.0746 0.9513
H -0.6397 -5.1700 -0.5327
H -1.1601 -2.7673 -3.3894
H -2.0587 -3.3758 -2.0384
H -1.3203 -4.5307 -3.0974
H 0.9070 -1.8748 -2.7578
C 0.3612 5.9943 2.0995
C 0.3592 4.4721 2.2082
C -1.0278 3.8425 2.3464
O -1.6267 3.9420 3.6171
C -2.2968 5.1654 3.8803
N 1.2782 4.0798 3.2870
H 0.1948 6.4695 3.0653
H 1.3244 6.3506 1.7295
H -0.4110 6.3386 1.4104
H 0.7635 4.0727 1.2706
H -0.8980 2.7770 2.1534
H -1.6965 4.2310 1.5682
H -2.7716 5.5707 2.9826
H -1.6096 5.9005 4.3060
H -3.0682 4.9664 4.6234
H 1.3526 3.0643 3.3057
H 0.8394 4.3052 4.1761
C -6.5780 -6.9193 -0.6954
C -6.3741 -5.4825 -1.1651
C -5.3292 -5.3395 -2.2802
O -3.9817 -5.4265 -1.8461
C -3.4865 -6.7440 -1.6883
N -6.0645 -4.6435 -0.0036
H -5.7629 -7.2602 -0.0572
H -7.4945 -6.9952 -0.1122
H -6.6609 -7.6041 -1.5415
H -7.3252 -5.1382 -1.5806
H -5.4292 -4.3394 -2.7105
H -5.5131 -6.0542 -3.0922
H -3.9115 -7.4259 -2.4293
H -3.6807 -7.1271 -0.6841
H -2.4041 -6.7095 -1.8282
H -6.0359 -3.6692 -0.2909
H -5.1107 -4.8489 0.2810
C -4.4563 9.4101 5.3467
C -4.3900 7.8888 5.4325
C -5.7662 7.2138 5.5285
O -6.3735 7.2900 6.7995
C -7.0682 8.4944 7.0722
N -3.5170 7.5118 6.5493
H -4.6815 9.8632 6.3113
H -3.4963 9.8095 5.0207
H -5.2144 9.7325 4.6306
H -3.9246 7.5337 4.5066
H -5.6312 6.1448 5.3372
H -6.4470 7.5911 4.7538
H -7.5446 8.8952 6.1731
H -6.4062 9.2486 7.5037
H -7.8411 8.2678 7.8051
H -3.3938 6.5030 6.5454
H -4.0319 7.6916 7.4073
C 1.7132 -8.0601 -5.2305
C 0.8581 -6.9554 -4.6189
C 0.1300 -6.0901 -5.6579
O 0.9459 -5.1391 -6.3124
C 1.6939 -5.6343 -7.4100
N 1.6934 -6.1513 -3.7205
H 2.6410 -7.6724 -5.6501
H 1.9856 -8.7886 -4.4678
H 1.1736 -8.5863 -6.0199
H 0.0852 -7.4407 -4.0141
H -0.6313 -5.5034 -5.1359
H -0.3976 -6.7126 -6.3918
H 1.1443 -6.4070 -7.9540
H 2.6601 -6.0297 -7.0889
H 1.8797 -4.7991 -8.0842
H 1.1066 -5.4781 -3.2353
H 2.2951 -5.5757 -4.3042
*
```

Results
E_HOMO = -0.392 Eh

Results of the Mulliken charge analysis, in e, for atoms 1 through 99:
1. C -1.155
2. C -0.585
3. C -1.612
4. C -1.294
5. O -0.412
6. C 1.017
7. N -0.457
8. B 0.438
9. O -0.598
10. O -0.758
11. C -2.409
12. N 0.924
13. P 0.740
14. N -0.748
15. B 0.613
16. C -0.985
17. O -0.833
18. C 2.473
19. C -1.026
20. C -0.424
21. C -1.171
22. O -0.533
23. C -1.925
24. C -0.342
25. C -0.160
26. C -1.395
27. C -0.227
28. C 0.125
29. C -1.238
30. C 0.094
31. H 0.258
32. H 0.293
33. H 0.384
34. H 0.630
35. H 0.181
36. H 0.425
37. H 0.525
38. H 1.015
39. H 0.326
40. H 0.279
41. H 0.389
42. H 0.596
43. H 0.626
44. H 0.617
45. H -0.182
46. H -0.020
47. H 0.279
48. H 0.285
49. H 0.379
50. H 0.328
51. H 0.423
52. H 0.699
53. H -0.156
54. H 0.478
55. H 0.336
56. H 0.438
57. H 0.433
58. H 0.327
59. H 0.721
60. H 0.648
61. H 0.730
62. H 0.480
63. H 0.452
64. H 0.385
65. H 0.382
66. H -0.010
67. H 0.493
68. C -1.794
69. C 2.251
70. C -0.444
71. O -0.496
72. C -0.713
73. N -0.336
74. H 0.387
75. H 0.489
76. H 0.350
77. H -1.383
78. H -0.209
79. H 0.534
80. H 0.308
81. H 0.319
82. H 0.298
83. H 0.032
84. H 0.371
85. C -1.381
86. C 0.346
87. C -0.871
88. O -0.122
89. C -0.651
90. N -0.731
91. H 0.292
92. H 0.348
93. H 0.345
94. H 0.426
95. H 0.310
96. H 0.415
97. H 0.378
98. H 0.243
99. H 0.084

Entry 5:
Below is an isolated ion of composition H2INO3P and charge -1, with properties calculated with ωB97M-V/def2-TZVPD.

Structure (ORCA input):
```
! wB97M-V def2-TZVPD RIJCOSX def2/J DEFGRID3
* xyz -1 3
N -0.0404 0.8983 -0.8561
O -0.5782 -1.6301 -0.2689
O 0.3385 -0.1685 1.6097
O 1.8010 -0.8935 -0.6779
P 0.4544 -0.5640 -0.1197
I -0.9810 0.9326 2.9198
H -1.1249 0.8982 -0.8755
H 0.1305 0.5269 -1.7315
*
```

Results
E_HOMO (spin up / spin down) = -0.158 / -0.195 Eh
energy above the lowest of the compared OMol25 structures with the same formula, charge and spin = 0.0000 eV

Atom-resolved charges from Mulliken, all expressed in e:
1. N -0.674
2. O -0.645
3. O -0.405
4. O -0.687
5. P 0.975
6. I -0.086
7. H 0.269
8. H 0.253

Entry 6:
Below is C19H20Cl3F2N3OS2Ti as an isolated structure, with properties calculated with ωB97M-V/def2-TZVPD.

Structure (ORCA input):
```
! wB97M-V def2-TZVPD RIJCOSX def2/J DEFGRID3
* xyz -2 1
Ti -0.3424 -0.2158 -0.0045
C 3.8340 -0.6196 3.4707
S 2.8604 -2.1317 3.3182
C 1.6247 -1.6136 2.1415
S 0.8822 -0.0595 2.2305
N 1.2898 -2.5035 1.2721
N 0.2976 -2.0721 0.4389
C -0.4184 -3.0697 -0.1936
C -1.6579 -2.7153 -0.6219
C -2.5980 -3.5796 -1.2944
C -3.8753 -3.1827 -1.4801
C -4.2807 -1.8802 -1.0294
C -3.3334 -1.0481 -0.5138
N -2.0285 -1.3778 -0.3484
H 4.6573 -0.8453 4.1508
H 4.2303 -0.3147 2.5029
H 3.2284 0.1870 3.8782
H -0.0002 -4.0663 -0.2703
H -2.2552 -4.5566 -1.6169
H -4.5880 -3.8402 -1.9678
H -5.2999 -1.5346 -1.1382
H -3.5923 -0.0386 -0.2245
Cl 5.6826 4.6948 -0.4806
C 4.2134 3.7342 -0.4238
C 4.2952 2.3539 -0.4357
C 3.1389 1.5987 -0.3899
Cl 3.2931 -0.1287 -0.4071
C 1.8334 2.1710 -0.3339
O 0.7487 1.5137 -0.2986
C 1.8401 3.5952 -0.3191
Cl 0.2997 4.3969 -0.2184
C 2.9837 4.3649 -0.3647
H 5.2542 1.8564 -0.4781
H 2.9089 5.4431 -0.3485
F -2.3099 1.9719 -0.1651
C -1.6672 1.2956 0.9089
F -2.7241 0.9449 1.7547
H -1.1285 2.0867 1.4429
C -0.0957 1.8133 -3.2074
C -0.5191 0.3460 -3.2563
C -2.0422 0.2522 -3.3056
C 0.0796 -0.4944 -2.1210
H -0.4555 2.3512 -4.0928
H 0.9931 1.9093 -3.1685
H -0.5005 2.3039 -2.3207
H -0.1434 -0.0582 -4.2128
H -2.4832 0.7576 -2.4443
H -2.3801 -0.7865 -3.2828
H -2.4361 0.7277 -4.2125
H 1.1728 -0.4104 -2.1669
H -0.1593 -1.5503 -2.3038
*
```

Results
E_HOMO = -0.006 Eh
energy above the lowest of the compared OMol25 structures with the same formula, charge and spin = 0.8475 eV

Atom-resolved charges from Mulliken, all expressed in e:
1. Ti -0.536
2. C -0.676
3. S -0.171
4. C 0.288
5. S -0.505
6. N -1.279
7. N 1.191
8. C -0.979
9. C 0.605
10. C -1.233
11. C -0.106
12. C -0.935
13. C -0.164
14. N 0.755
15. H 0.335
16. H 0.143
17. H 0.248
18. H 0.291
19. H 0.343
20. H 0.357
21. H 0.338
22. H 0.269
23. Cl -0.292
24. C 0.457
25. C -0.820
26. C 0.837
27. Cl -0.204
28. C -1.417
29. O 0.532
30. C 0.747
31. Cl -0.232
32. C -0.786
33. H 0.418
34. H 0.410
35. F -0.325
36. C -0.026
37. F -0.325
38. H 0.248
39. C -1.397
40. C 1.060
41. C -1.503
42. C -1.190
43. H 0.532
44. H 0.261
45. H 0.090
46. H 0.327
47. H 0.153
48. H 0.260
49. H 0.518
50. H 0.558
51. H 0.533

Ordered electronic energy results: -4715.6836; -2788.3496; -921.7234; -2833.5058; -920.7938; -4201.7523; unit Eh.